Entry 1:
21
Properties=species:S:1:pos:R:3:lowdin_charge:R:1 method="wB97M-V/def2-TZVPD" smiles=CC[C@H](C)CCO lumo_energy_ev=0.989 molar_mass_g_mol=102.2 homo_ev=-9.879 gap_ev=10.868
C -0.5195 -1.1159 -1.8430 -0.079
C 0.5870 -0.0462 -1.4603 -0.199
C 0.2235 1.0123 -0.3659 -0.326
C 1.4929 1.8924 0.0151 -0.058
C -0.1107 0.2602 0.9766 -0.161
C -1.1323 -0.8303 1.3247 -0.230
O -0.9050 -1.2716 2.7330 -0.119
H -0.2834 -1.9402 -2.5736 0.080
H -0.6089 -1.7683 -0.9926 0.024
H -1.4491 -0.6415 -2.1651 0.073
H 0.6895 0.6229 -2.3035 0.096
H 1.4680 -0.4448 -1.0875 0.080
H -0.6420 1.6298 -0.6191 0.125
H 1.7535 1.7271 1.0008 0.029
H 2.3352 1.8477 -0.6520 0.068
H 1.1643 2.9823 0.1243 0.099
H 0.8010 -0.2788 1.1655 0.107
H -0.1590 0.9864 1.7788 0.110
H -0.9881 -1.8100 0.9042 0.074
H -2.2658 -0.7525 1.1731 0.133
H -1.4511 -2.0610 2.8666 0.073

Entry 2:
33
Properties=species:S:1:pos:R:3:lowdin_charge:R:1 method="wB97M-V/def2-TZVPD" smiles=OCCO.OCCO.OCCO.O lumo_energy_ev=0.302 molar_mass_g_mol=204.2 homo_ev=-10.201 gap_ev=10.503
O -2.1422 -4.5360 3.8280 -0.070
C -1.5946 -3.4873 3.0897 -0.262
C -2.6849 -2.5164 2.5262 -0.243
O -2.1168 -1.3823 1.9342 -0.066
H -1.5361 -5.2719 3.9409 0.088
H -0.8619 -2.9761 3.7141 0.114
H -1.0914 -3.9232 2.2267 0.113
H -3.3886 -2.3514 3.3420 0.121
H -3.0871 -2.9857 1.6284 0.120
H -1.9702 -0.6951 2.5883 0.086
O -0.7845 -1.3357 -2.9599 -0.102
C 0.3601 -2.2385 -2.8263 -0.188
C 1.2265 -2.1615 -4.1664 -0.204
O 1.6089 -0.8008 -4.4000 -0.084
H -1.1761 -1.1515 -2.1030 0.078
H 0.9101 -1.9376 -1.9346 0.111
H -0.0770 -3.2259 -2.6777 0.105
H 0.6087 -2.5684 -4.9669 0.109
H 2.1935 -2.6456 -4.0300 0.113
H 0.9424 -0.2619 -3.9677 0.062
O 1.0219 3.8844 1.3358 -0.076
C 0.7865 3.8429 -0.0797 -0.210
C 0.9016 5.2589 -0.6981 -0.291
O 0.0230 6.1908 -0.2171 -0.038
H 0.7215 4.7634 1.5781 0.067
H 1.4502 3.0914 -0.5074 0.120
H -0.2287 3.4813 -0.2431 0.112
H 0.8817 5.2097 -1.7868 0.114
H 1.8828 5.7166 -0.5720 0.120
H -0.6548 5.6827 0.2348 0.087
O 2.4679 0.1157 1.9137 -0.053
H 2.0626 0.9806 1.9773 0.017
H 3.3450 0.2343 2.2782 0.029

Entry 3:
17
Properties=species:S:1:pos:R:3:lowdin_charge:R:1 method="wB97M-V/def2-TZVPD" smiles="CC(=O)C(C)(C)O" lumo_energy_ev=0.839 molar_mass_g_mol=102.1 homo_ev=-9.976 gap_ev=10.815
C -1.2234 0.8522 1.2737 0.006
C 0.2190 0.5292 0.9903 -0.385
O 1.1226 0.9761 1.6718 0.090
C 0.5798 -0.3037 -0.2452 -0.571
C -0.2068 -1.6135 -0.3578 -0.016
C 0.3284 0.6567 -1.4299 -0.010
O 1.9450 -0.6309 -0.1601 -0.011
H -1.7378 1.2156 0.3776 0.090
H -1.2701 1.6065 2.0609 0.090
H -1.7413 -0.0546 1.6036 0.093
H -0.1813 -2.1672 0.5874 0.092
H 0.2725 -2.2416 -1.1155 0.092
H -1.2512 -1.4586 -0.6484 0.083
H 1.0339 0.4244 -2.2289 0.091
H 0.5078 1.6938 -1.1226 0.093
H -0.6944 0.5896 -1.8139 0.083
H 2.2973 -0.0739 0.5568 0.089

Entry 4:
6
Properties=species:S:1:pos:R:3:lowdin_charge:R:1 method="wB97M-V/def2-TZVPD" smiles=CC#N lumo_energy_ev=0.687 molar_mass_g_mol=41.1 homo_ev=-11.293 gap_ev=11.980
C -0.3824 0.2840 -0.1574 -0.095
C 0.7693 -0.1872 0.5153 -0.320
N 1.6914 -0.8590 0.8319 0.117
H -0.8546 1.2486 -0.0974 0.072
H 0.0282 -0.1491 -1.1807 0.142
H -1.2519 -0.3372 0.0883 0.084